(P)
Here is a cluster of 2 separate species, C2F2O2 in total from OMol25. Energies are from the ωB97M-V functional and the def2-TZVPD basis.

XYZ file:
```
6
Properties=species:S:1:pos:R:3
C -0.39 -0.47 -0.93
C 0.03 0.17 1.12
O -0.45 -1.64 -1.22
O -0.75 0.49 1.97
F -0.56 0.54 -1.72
F 1.30 0.15 1.23
```

Properties
M in g/mol: 94.02
Charge: 0
Orbital gap in eV: 10.27

Formally, the Mulliken partial charges of the atoms, in units of the elementary charge, are as follows: 0.4976 0.5184 -0.3741 -0.3676 -0.1409 -0.1334



(Q)
Here is the molecule C2F2O2 from OMol25. Energies are from the ωB97M-V functional and the def2-TZVPD basis.

XYZ file:
```
6
Properties=species:S:1:pos:R:3
O -1.25 -1.17 -0.04
C -0.76 -0.10 0.02
F -1.44 1.10 0.03
C 0.81 0.15 -0.05
O 1.48 1.14 -0.14
F 1.22 -1.10 -0.03
```

Properties
M in g/mol: 94.02
Charge: 0
SMILES: O=C(F)C(=O)F
Orbital gap in eV: 11.20

Formally, the Mulliken partial charges of the atoms, in units of the elementary charge, are as follows: -0.3440 0.4987 -0.1900 0.5933 -0.4115 -0.1464



The structure with the greatest stability is (Q).



(P)
Here is a structure of composition C48H42Cl2N6O2P2S3Ta from OMol25. Energies are from the ωB97M-V functional and the def2-TZVPD basis.

XYZ file:
```
106
Properties=species:S:1:pos:R:3
Ta 0.22 -1.30 -0.64
Cl -4.92 -2.22 -5.05
C -3.75 -2.57 -3.83
C -2.59 -1.81 -3.80
C -1.66 -2.05 -2.81
N -0.44 -1.35 -2.61
C 0.23 -0.79 -3.65
O -0.16 -0.58 -4.78
C 1.65 -0.48 -3.26
C 2.56 -0.08 -4.21
C 3.89 0.09 -3.83
C 4.23 -0.09 -2.50
C 3.23 -0.43 -1.60
N 1.98 -0.68 -1.97
C -1.87 -3.06 -1.86
C -3.03 -3.82 -1.89
C -3.97 -3.57 -2.88
Cl -5.42 -4.51 -2.90
N -0.79 -3.18 -0.98
C -0.51 -4.30 -0.29
O -1.22 -5.26 -0.06
C 0.95 -4.32 0.10
C 1.51 -5.48 0.61
C 2.88 -5.55 0.76
C 3.64 -4.45 0.39
C 3.00 -3.31 -0.07
N 1.67 -3.24 -0.22
H -2.43 -1.05 -4.54
H 2.22 0.06 -5.23
H 4.64 0.38 -4.56
H 5.23 0.08 -2.15
H 3.43 -0.48 -0.54
H -3.20 -4.60 -1.17
H 0.85 -6.31 0.83
H 3.35 -6.45 1.13
H 4.72 -4.46 0.46
H 3.57 -2.44 -0.34
S -1.79 -1.40 0.83
P -1.79 0.61 0.46
C -0.23 0.72 -0.28
P 0.60 2.28 -0.62
S 2.57 2.27 -0.67
C -0.08 2.87 -2.21
C -1.40 3.33 -2.31
C -1.92 3.70 -3.53
C -1.13 3.61 -4.68
C 0.17 3.16 -4.59
C 0.70 2.80 -3.35
C 0.14 3.53 0.61
C -0.28 4.81 0.28
C -0.43 5.78 1.26
C -0.15 5.48 2.58
C 0.28 4.21 2.93
C 0.43 3.24 1.95
C -3.22 0.88 -0.60
C -3.07 0.88 -1.98
C -4.19 0.94 -2.80
C -5.46 0.98 -2.24
C -5.61 0.97 -0.86
C -4.50 0.92 -0.04
C -2.14 1.51 1.99
C -1.81 0.92 3.20
C -2.08 1.59 4.39
C -2.66 2.85 4.36
C -2.97 3.44 3.15
C -2.72 2.78 1.96
H -2.02 3.39 -1.42
H -2.94 4.06 -3.60
H -1.54 3.90 -5.64
H 0.79 3.10 -5.47
H 1.73 2.48 -3.26
H -0.47 5.08 -0.76
H -0.75 6.78 0.99
H -0.27 6.24 3.35
H 0.51 3.97 3.96
H 0.79 2.25 2.21
H -2.08 0.84 -2.41
H -4.07 0.94 -3.88
H -6.33 1.02 -2.89
H -6.61 0.99 -0.43
H -4.63 0.89 1.04
H -1.37 -0.07 3.22
H -1.84 1.12 5.34
H -2.86 3.37 5.29
H -3.42 4.43 3.13
H -2.98 3.24 1.02
C 4.12 0.84 3.59
C 4.45 -0.27 2.61
N 3.69 -1.50 2.88
C 2.44 -1.74 2.46
S 1.61 -0.57 1.48
N 1.82 -2.84 2.87
C 2.35 -3.83 3.81
C 2.26 -3.38 5.26
H 4.75 1.71 3.39
H 4.31 0.53 4.62
H 3.08 1.15 3.50
H 5.50 -0.54 2.65
H 4.21 0.06 1.60
H 4.07 -2.10 3.60
H 0.86 -2.92 2.58
H 3.38 -4.07 3.52
H 1.78 -4.74 3.65
H 2.78 -2.44 5.43
H 2.70 -4.13 5.91
H 1.22 -3.24 5.55
```

Properties
M in g/mol: 1144.91
Charge: +1
Orbital gap in eV: 6.39

Mulliken atomic charge list, values in e, 99 entries: -0.7571 -0.1929 0.1426 -0.5224 -0.4719 0.8092 0.8614 -0.7239 0.1671 -0.6992 -0.6661 -1.3067 0.1912 0.3767 -0.3831 -0.8645 0.1440 -0.2080 0.1597 0.0991 -0.7048 0.5546 -0.6504 -0.7265 -0.9181 -0.1415 0.0281 0.8272 0.6126 0.4649 0.4901 0.2750 0.6624 0.5832 0.4837 0.5106 0.4789 -0.8276 2.0767 1.1148 1.8072 -0.4763 0.1674 -0.0134 -0.8770 -0.9044 -0.8194 -0.6589 0.3029 -0.6346 -0.8456 -0.7666 -0.3710 -0.2025 0.5052 -0.3721 -0.6725 -0.8028 -0.9105 -0.4425 0.8478 -0.8270 -0.8071 -0.7100 -0.7644 0.0367 0.3969 0.4925 0.4108 0.4467 0.6579 0.5197 0.4514 0.4231 0.4978 0.0263 0.2025 0.5570 0.4677 0.4448 0.5382 0.2708 0.4355 0.4029 0.4707 0.3156 -0.8684 -0.2285 0.0213 -0.1715 -0.1597 0.3954 -0.9999 -1.1708 0.4099 0.3469 0.0806 0.5008 -0.2161



(Q)
Here is a structure of composition C48H42Cl2N6O2P2S3Ta from OMol25. Energies are from the ωB97M-V functional and the def2-TZVPD basis.

XYZ file:
```
106
Properties=species:S:1:pos:R:3
Ta -0.75 1.26 -0.53
Cl -0.92 7.73 -2.91
C -1.07 6.38 -1.85
C -1.23 5.11 -2.40
C -1.31 4.02 -1.55
N -1.42 2.66 -1.96
C -2.31 2.45 -3.00
O -2.87 3.30 -3.65
C -2.57 1.00 -3.23
C -3.43 0.58 -4.23
C -3.58 -0.79 -4.42
C -2.86 -1.65 -3.61
C -2.04 -1.13 -2.63
N -1.89 0.18 -2.44
C -1.27 4.18 -0.18
C -1.14 5.45 0.38
C -1.04 6.54 -0.46
Cl -0.85 8.11 0.24
N -1.30 2.96 0.53
C -1.68 2.95 1.86
O -2.16 3.89 2.46
C -1.48 1.61 2.45
C -2.32 1.16 3.39
C -2.23 -0.16 4.05
C -0.36 -1.02 3.42
C 0.05 -0.20 2.23
N -0.46 0.89 1.78
H -1.27 5.01 -3.47
H -3.95 1.32 -4.83
H -4.25 -1.17 -5.18
H -2.94 -2.72 -3.71
H -1.51 -1.79 -1.95
H -1.11 5.59 1.45
H -3.07 1.86 3.72
H -3.07 -0.34 4.71
H 0.36 -1.82 3.56
H 0.87 -0.60 1.66
S -2.75 -0.04 0.27
P -1.92 -1.68 1.29
C 0.50 -0.62 -0.83
P 0.73 -2.40 -0.73
S 0.91 0.21 -2.15
C 1.60 -2.77 0.83
C 2.66 -2.01 1.31
C 3.32 -2.37 2.48
C 2.93 -3.52 3.16
C 1.89 -4.30 2.67
C 1.23 -3.92 1.51
C 1.97 -2.80 -1.99
C 1.67 -3.91 -2.79
C 2.58 -4.36 -3.74
C 3.78 -3.70 -3.91
C 4.09 -2.59 -3.12
C 3.19 -2.15 -2.17
C -3.07 -3.03 0.89
C -2.65 -4.33 1.21
C -3.37 -5.43 0.80
C -4.51 -5.27 0.03
C -4.93 -3.99 -0.31
C -4.21 -2.88 0.11
C -1.84 -1.42 3.16
C -2.32 -2.63 3.91
C -2.02 -2.99 5.16
C -1.14 -2.29 6.10
C -0.63 -1.07 5.91
C -0.80 -0.24 4.68
H 2.97 -1.11 0.79
H 4.13 -1.77 2.85
H 3.44 -3.82 4.06
H 1.59 -5.20 3.19
H 0.42 -4.53 1.13
H 0.73 -4.42 -2.66
H 2.33 -5.22 -4.35
H 4.49 -4.04 -4.65
H 5.03 -2.08 -3.25
H 3.45 -1.30 -1.55
H -1.75 -4.47 1.80
H -3.03 -6.42 1.07
H -5.08 -6.13 -0.30
H -5.82 -3.85 -0.91
H -4.55 -1.89 -0.16
H -3.08 -3.22 3.41
H -2.51 -3.88 5.55
H -0.93 -2.80 7.03
H -0.01 -0.65 6.69
H -0.34 0.73 4.82
C 5.02 2.82 0.74
C 4.02 3.96 0.63
N 3.33 3.98 -0.65
C 2.23 3.29 -0.95
S 1.58 2.24 0.25
N 1.66 3.48 -2.14
C 2.18 4.30 -3.23
C 3.29 3.62 -4.01
H 5.56 2.89 1.68
H 5.75 2.87 -0.07
H 4.52 1.86 0.69
H 4.52 4.93 0.73
H 3.27 3.91 1.42
H 3.69 4.61 -1.36
H 0.88 2.87 -2.35
H 2.50 5.26 -2.82
H 1.33 4.53 -3.87
H 4.17 3.43 -3.40
H 3.60 4.25 -4.85
H 2.95 2.67 -4.41
```

Properties
M in g/mol: 1144.91
Charge: +1
Orbital gap in eV: 6.28

Mulliken atomic charge list, values in e, 99 entries: -0.9467 -0.1993 -0.0544 -0.4906 -0.4433 0.4339 0.5359 -0.6778 -0.2582 -0.8732 -0.4677 -1.4660 0.0161 0.3529 0.5793 -0.7898 -0.0216 -0.1989 0.9333 -0.3353 -0.6776 0.8988 -2.0203 -0.3160 -0.1446 -1.2741 0.4004 0.7411 0.5625 0.4569 0.5701 0.4757 0.6546 0.5193 0.7182 0.1932 0.8171 -0.8013 1.5417 1.0814 0.0469 -0.0300 0.6451 0.3113 -0.7166 -0.7248 -0.6944 -0.4107 0.7087 -0.5216 -0.7296 -0.4829 -0.9413 -0.0409 0.5667 -0.4058 -1.0188 -0.5979 -0.8224 -0.6636 1.5751 -1.2289 -0.6760 -0.6551 -1.2282 0.2009 0.2346 0.4683 0.4250 0.4740 0.3517 0.3583 0.4202 0.4048 0.4463 0.3121 0.6289 0.4478 0.4140 0.4685 0.4937 0.6173 0.4811 0.4522 0.4175 0.5878 -0.6972 -0.7368 -0.0985 0.7858 -0.3750 0.3886 -0.9906 -1.1319 0.3763 0.3175 0.0272 0.4461 0.3259



The structure with the greatest stability is (P).



(P)
Here is a cluster of 2 separate species, C6H12S in total from OMol25. Energies are from the ωB97M-V functional and the def2-TZVPD basis.

XYZ file:
```
19
Properties=species:S:1:pos:R:3
C 2.60 -1.19 -0.18
C 1.43 -0.71 -0.57
C 0.75 1.55 -1.47
C -1.92 -0.32 2.38
C 1.27 0.16 -1.85
C -2.14 -0.87 1.05
S -3.59 -0.51 0.41
H 2.66 -1.82 0.66
H 3.57 -0.86 -0.56
H 0.97 1.66 -0.41
H 1.27 2.27 -2.19
H -0.36 1.80 -1.54
H -1.67 -1.04 3.06
H -2.84 0.39 2.73
H -1.18 0.46 2.30
H 0.60 -0.34 -2.59
H 2.38 0.25 -2.29
H 0.48 -1.14 -0.25
H -4.27 0.27 1.30
```

Properties
M in g/mol: 116.23
Charge: 0
Orbital gap in eV: 9.10

Formally, the Mulliken partial charges of the atoms, in units of the elementary charge, are as follows: -0.8440 -0.0832 -0.9115 -0.8120 -0.2536 0.0770 -0.1207 0.2996 0.2289 0.3100 0.2504 0.2321 0.2920 0.2262 0.2199 0.2794 0.2256 0.3045 0.0795



(Q)
Here is a cluster of 2 separate species, C6H12S in total from OMol25. Energies are from the ωB97M-V functional and the def2-TZVPD basis.

XYZ file:
```
19
Properties=species:S:1:pos:R:3
C -0.16 -0.01 -1.29
C -0.94 -0.80 -0.53
C -3.15 -0.46 0.14
C 2.95 1.41 0.74
C -1.76 -0.28 0.62
C 2.07 0.23 0.57
S 2.67 -1.21 -0.08
H 0.21 -0.46 -2.17
H 0.28 0.94 -1.11
H -3.76 0.22 0.67
H -3.29 -0.33 -0.97
H -3.43 -1.50 0.38
H 3.94 1.28 0.60
H 2.73 1.72 1.74
H 2.36 1.85 -0.18
H -1.53 0.69 0.89
H -1.68 -0.75 1.64
H -1.23 -1.74 -0.90
H 3.72 -0.80 -0.76
```

Properties
M in g/mol: 116.23
Charge: 0
Orbital gap in eV: 8.55

Formally, the Mulliken partial charges of the atoms, in units of the elementary charge, are as follows: -1.1158 -0.0694 -1.2012 -0.7720 -0.3476 -0.0395 -0.0944 0.3033 0.4251 0.3941 0.3038 0.2980 0.3935 0.2494 0.1811 0.3212 0.3004 0.3909 0.0792



The structure with the greatest stability is (P).